C5H9O3Pm | ωB97M-V with the def2-TZVPD basis set

Structure (XYZ):
```
18
Properties=species:S:1:pos:R:3
C 1.10 3.13 2.22
H 1.36 3.54 4.28
H -1.27 -1.74 0.13
C 1.05 2.83 3.51
C 0.87 -0.50 -0.95
H 1.55 4.07 1.87
Pm 2.97 -0.60 -3.83
O 1.04 -0.41 0.27
H 0.89 1.80 3.85
H -1.51 -3.56 -1.64
H 0.64 2.50 1.43
O 0.04 -1.45 -1.45
H -2.12 -2.33 -2.77
C -1.29 -1.52 -0.95
H -1.77 -0.54 -1.09
C -2.03 -2.60 -1.71
O 1.52 0.11 -1.86
H -3.04 -2.71 -1.30
```

As for the LUMO energy (spin up / spin down): -0.30 / -0.62 eV. As for the frontier orbital gap (spin up / spin down): 5.738 / 6.036 eV. As for the expectation value of S²: 6.411. Its spin multiplicity is 5. Its net charge is 0.

Here are the Mulliken charges for atoms 1 to 5, given in e: -0.38 0.22 0.27 -0.47 0.70


C2H6O | ωB97M-V with the def2-TZVPD basis set

Structure (XYZ):
```
9
Properties=species:S:1:pos:R:3
C -0.23 -0.48 0.03
O 0.85 -0.43 0.87
H 0.03 -1.39 -0.64
C -0.58 0.79 -0.82
H 1.18 0.47 1.01
H -1.25 1.67 -0.40
H 0.43 1.24 -1.14
H -1.05 -0.91 0.65
H -1.30 0.47 -1.66
```

As for the LUMO energy: 1.06 eV. As for the frontier orbital gap: 10.918 eV. As for the SMILES: CCO. Its net charge is 0.

Here are the Mulliken charges for atoms 1 to 5, given in e: -0.13 -0.51 0.19 -0.90 0.29


C3H15N2O2 | ωB97M-V with the def2-TZVPD basis set

Structure (XYZ):
```
22
Properties=species:S:1:pos:R:3
H -0.14 0.46 1.61
O -0.23 3.12 -0.79
C 1.72 -0.09 -1.04
H -1.12 -3.33 -0.55
H 1.92 -0.82 -1.82
H 1.04 -1.07 0.69
H -1.04 3.61 -0.62
H -0.67 -0.94 -1.86
N 0.01 0.69 0.62
H -1.49 -0.68 3.26
N -0.35 -2.72 -0.74
H 0.53 1.57 0.53
H 0.02 3.33 -1.69
O -1.33 0.23 2.99
C -0.55 -1.30 -0.82
H -1.52 -1.06 -0.39
H -0.91 0.91 0.24
H 1.53 0.90 -1.44
H -0.96 0.83 3.64
C 0.57 -0.54 -0.12
H 0.37 -3.16 -1.29
H 2.60 0.06 -0.42
```

As for the LUMO energy: -2.91 eV. As for the frontier orbital gap: 9.736 eV. Its net charge is +1.

Here are the Mulliken charges for atoms 1 to 5, given in e: 0.32 -0.62 -1.32 0.19 0.38


C5H13NO | ωB97M-V with the def2-TZVPD basis set

Structure (XYZ):
```
20
Properties=species:S:1:pos:R:3
H 1.07 -1.47 0.79
O -4.88 -4.58 1.46
H -5.80 -4.50 1.73
C 0.54 0.34 -2.18
H 1.01 0.68 -3.10
C 0.73 0.44 1.29
H 2.28 2.09 -2.05
H -0.85 0.12 -0.04
H -0.06 -0.56 -2.20
H 1.17 3.26 -1.16
C 0.65 1.20 -1.16
H 0.21 0.23 2.24
H 2.25 2.19 -0.21
N 1.67 -0.68 1.07
C 1.71 2.30 -1.16
H 2.18 -0.51 0.21
H -4.42 -4.61 2.31
H -0.69 1.84 0.44
H 1.36 1.29 1.59
C -0.13 0.93 0.12
```

As for the LUMO energy: 0.92 eV. As for the frontier orbital gap: 10.239 eV. As for the SMILES: C=C(C)CCN.O. Its net charge is 0.

Here are the Mulliken charges for atoms 1 to 5, given in e: 0.24 -0.64 0.32 -0.99 0.27


C57H44ClN2O4PS6SbW | ωB97M-V with the def2-TZVPD basis set

Structure (XYZ):
```
117
Properties=species:S:1:pos:R:3
H -0.72 6.42 4.40
H -0.99 -3.18 2.73
H 0.77 4.46 4.59
H -3.99 -2.31 -0.75
C -1.71 -5.58 -0.15
H -3.56 -0.56 -2.29
C -1.43 3.22 2.36
H 4.66 2.52 3.06
C -2.00 5.47 2.97
H 3.74 -3.70 -5.57
H -1.67 -2.02 -6.57
H 3.56 -1.66 3.79
O -0.63 1.98 0.49
H 1.32 1.66 -5.22
C -4.33 -0.87 3.43
O 0.56 -0.22 0.37
H -1.51 -3.57 -2.12
C -2.26 4.33 2.24
C 3.36 -1.84 -2.24
H -6.30 2.11 1.45
C -2.79 -0.80 3.38
H 1.21 -2.50 -1.33
C 0.01 -2.85 2.96
C -0.93 5.52 3.84
C -0.48 -2.47 0.01
O -2.36 -1.44 2.19
C 1.99 -3.02 4.31
H -0.58 -2.07 -4.37
C -0.16 -1.23 1.02
S 0.91 5.59 -3.75
C 2.42 -1.61 -3.25
H 5.74 2.89 -1.75
H -2.14 2.15 -1.17
C 2.60 -2.28 -4.46
C 0.08 0.86 -6.77
P 1.21 -0.23 -2.98
H 2.34 -0.64 1.95
C -1.01 -1.22 -6.28
C -2.17 -1.45 4.62
C -4.28 2.29 -1.25
H -4.69 -0.16 4.17
C -1.94 -2.77 -0.13
H -2.44 -2.50 4.66
H 0.24 -4.23 4.56
H -2.36 -3.14 0.80
S 1.27 4.02 -0.11
C -2.26 -3.60 -1.33
H -2.63 6.34 2.84
C 0.71 -3.44 3.99
H -3.08 4.33 1.55
H 2.54 -3.50 5.11
C 0.44 -0.20 -4.65
C 4.25 2.41 -0.30
H -1.88 -6.60 0.15
H -6.40 2.38 -1.00
H -1.53 0.29 -2.93
H 0.35 2.45 3.30
C -1.49 -0.58 -2.29
C 6.50 3.10 0.25
C -1.41 0.67 2.28
C -2.61 -4.97 -0.93
H -3.52 -5.45 -1.26
S 2.41 1.69 1.64
H 0.23 -5.84 0.63
C 4.39 -2.74 -2.40
C 3.95 2.29 1.07
H -4.64 -1.88 3.69
H -4.14 1.93 2.59
C -0.34 3.28 3.21
C 6.19 3.01 1.63
H 5.33 -4.13 -3.72
C -0.40 -1.24 -5.04
C -0.77 -0.16 -7.15
H -2.53 -0.94 5.51
C -1.54 -0.59 1.42
C 4.92 2.61 2.02
N 7.97 3.59 3.36
C 0.11 -3.81 0.41
N 8.88 3.70 -0.45
C -2.99 2.02 0.78
C 4.53 -3.42 -3.60
C -0.15 -1.10 -2.08
H -4.72 -0.61 2.45
H -0.40 0.70 2.73
S 0.01 2.14 -2.49
H -2.06 -0.34 0.49
Cl 3.19 -0.97 -0.74
C -5.39 2.12 0.87
C 1.87 -1.42 2.53
C -5.45 2.27 -0.51
C -4.18 2.01 1.52
C -0.09 4.43 3.95
C -3.06 2.15 -0.60
H 5.08 -2.91 -1.58
Sb -0.82 4.50 -2.79
H 1.14 -3.77 0.74
C 7.17 3.33 2.58
C 0.68 0.85 -5.52
C 0.58 -1.81 2.21
C -0.43 -5.04 0.30
C 3.64 -3.18 -4.63
C 0.22 -2.08 -1.24
H 0.25 1.69 -7.44
C 7.81 3.45 -0.14
H -1.26 -0.14 -8.11
H -1.09 -1.38 4.59
C 2.56 -2.01 3.57
W 0.86 1.59 -0.41
C -2.68 -1.10 -1.95
C 5.52 2.81 -0.69
S 3.08 2.02 -1.54
O -2.39 0.55 3.28
S -0.56 4.84 -0.29
C -1.63 1.98 1.47
H -4.30 2.42 -2.32
H 1.92 -2.09 -5.28
C -2.97 -2.27 -1.10
```

As for the LUMO energy: 0.39 eV. As for the frontier orbital gap: 5.032 eV. Its net charge is -1.

Here are the Mulliken charges for atoms 1 to 5, given in e: 0.40 0.57 0.46 0.54 -0.56